1:
Molecular formula: C5H5NOS
Method: DFT, ωB97M-V/def2-TZVPD

Each line ends with the Mulliken charge.
CARTESIAN COORDINATES (ANGSTROEM)
C: 1.414 -0.135 0.146  0.555
C: -1.372 0.294 -0.267  -0.095
C: -2.327 1.209 -0.665  -0.547
C: 1.265 -1.448 -0.333  -0.033
C: 0.628 -2.547 -0.464  -0.325
H: 1.752 1.817 1.800  0.347
H: -1.448 -0.789 -0.750  0.112
H: -2.247 2.137 -0.071  0.244
H: -3.084 0.786 -1.233  0.331
H: 0.354 -3.734 -0.402  0.300
N: 2.531 0.461 0.208  -0.291
O: 2.615 1.635 0.997  -0.389
S: -0.080 0.315 1.033  -0.209

## Properties
SMILES	C#C/C(=N/O)SC=C
Kohn-Sham gap	9.40	eV

---

2:
Molecular formula: C5H5NOS
Method: DFT, ωB97M-V/def2-TZVPD

Each line ends with the Mulliken charge.
CARTESIAN COORDINATES (ANGSTROEM)
C: 1.711 0.514 -1.110  -0.997
C: 0.929 0.703 0.110  0.023
C: -0.255 0.102 0.291  0.322
C: -1.946 -0.381 1.598  0.020
C: -1.101 -0.883 -0.334  0.265
H: 2.504 1.255 -1.385  0.336
H: 2.224 -0.486 -0.939  0.254
H: 0.906 0.427 -1.985  0.238
H: 1.218 1.490 0.847  0.323
H: -2.461 -0.212 2.474  0.439
N: -2.168 -1.133 0.546  -0.527
O: -0.844 0.403 1.543  -0.405
S: -0.716 -1.800 -1.655  -0.291

## Properties
SMILES	C/C=C1/OC=NC1=S
Kohn-Sham gap	7.53	eV

---

3:
Molecular formula: C5H5NOS
Method: DFT, ωB97M-V/def2-TZVPD

Each line ends with the Mulliken charge.
CARTESIAN COORDINATES (ANGSTROEM)
C: -0.655 0.984 0.862  0.481
C: 0.427 -0.777 -0.789  0.615
C: 0.904 -1.507 -1.799  -0.755
C: 0.672 -1.014 0.573  -0.415
C: 0.053 -0.193 1.454  -0.419
H: -1.551 2.718 -0.251  0.293
H: 1.628 -2.271 -1.663  0.294
H: 0.470 -1.419 -2.844  0.198
H: 1.404 -1.795 0.771  0.321
H: 0.197 -0.392 2.523  0.365
N: -1.141 2.001 1.442  -0.400
O: -1.669 2.987 0.641  -0.267
S: -0.738 0.676 -0.920  -0.312

## Properties
SMILES	C=C1C=C/C(=N/O)S1
Kohn-Sham gap	8.37	eV

---

Energetically preferred structure: 2 | next structure: +28.7 kcal/mol